Density functional theory data (ωB97M-V/def2-TZVPD) for an isolated molecule of C22H34N4O5S at a distorted geometry.

Values from the calculation:
multiplicity: 1
ΔE to the lowest compared entry with this formula, charge and spin: 124.4 kJ/mol
Kohn-Sham gap: 9.11 eV
SMILES: CCCCN(CC)CCNC(=O)CN1C(=O)COc2ccc(S(=O)(=O)N3CCCC3)cc21
calculated total energy: -50399.6943 eV
E_HOMO: -0.3146 Eh

Geometry (Å):
1 C -4.96 -0.38 -0.59
2 C -3.79 0.27 0.13
3 C -3.84 1.80 0.05
4 C -2.71 2.46 0.85
5 N -1.39 1.95 0.49
6 C -0.93 2.36 -0.82
7 C -0.57 3.83 -0.99
8 C -0.39 2.16 1.53
9 C -0.56 1.12 2.65
10 N -0.77 -0.19 2.07
11 C 0.08 -1.21 2.22
12 O 1.02 -1.23 2.98
13 C -0.26 -2.45 1.37
14 N -0.73 -2.17 0.02
15 C -1.88 -2.76 -0.39
16 O -2.62 -3.36 0.36
17 C -2.16 -2.71 -1.89
18 O -1.60 -1.63 -2.60
19 C -0.40 -1.17 -2.16
20 C 0.35 -0.39 -3.03
21 C 1.53 0.19 -2.61
22 C 1.96 -0.02 -1.32
23 S 3.32 0.98 -0.68
24 O 3.96 1.57 -1.81
25 O 2.73 1.85 0.31
26 N 4.43 0.04 0.09
27 C 4.94 -1.09 -0.66
28 C 4.26 -2.31 -0.05
29 C 4.12 -1.93 1.44
30 C 4.20 -0.39 1.46
31 C 1.25 -0.82 -0.44
32 C 0.06 -1.41 -0.85
33 H -4.92 -1.46 -0.47
34 H -4.94 -0.15 -1.65
35 H -5.90 -0.03 -0.18
36 H -2.85 -0.07 -0.33
37 H -3.79 -0.04 1.17
38 H -3.79 2.11 -0.99
39 H -4.79 2.15 0.46
40 H -2.87 2.23 1.91
41 H -2.78 3.55 0.74
42 H -0.04 1.76 -1.05
43 H -1.70 2.08 -1.55
44 H -0.27 4.02 -2.02
45 H 0.26 4.10 -0.34
46 H -1.42 4.48 -0.77
47 H -0.45 3.16 1.98
48 H 0.59 2.04 1.08
49 H -1.41 1.36 3.29
50 H 0.34 1.07 3.27
51 H -1.46 -0.20 1.34
52 H 0.62 -3.09 1.34
53 H -1.07 -3.00 1.87
54 H -1.79 -3.66 -2.30
55 H -3.24 -2.67 -2.05
56 H -0.03 -0.23 -4.03
57 H 2.12 0.82 -3.26
58 H 4.71 -0.94 -1.72
59 H 6.02 -1.14 -0.53
60 H 4.85 -3.22 -0.18
61 H 3.28 -2.47 -0.50
62 H 4.95 -2.35 2.01
63 H 3.19 -2.29 1.88
64 H 3.29 0.08 1.83
65 H 5.03 -0.05 2.08
66 H 1.61 -0.94 0.56

For each atom in turn, the Löwdin charge in e is:
1 C -0.101
2 C -0.267
3 C -0.189
4 C -0.197
5 N -0.191
6 C -0.231
7 C -0.061
8 C -0.164
9 C -0.132
10 N 0.099
11 C -0.503
12 O 0.054
13 C -0.019
14 N 0.032
15 C -0.415
16 O 0.091
17 C -0.059
18 O 0.000
19 C -0.193
20 C 0.023
21 C -0.053
22 C -0.264
23 S 0.666
24 O -0.278
25 O -0.284
26 N -0.232
27 C -0.185
28 C -0.156
29 C -0.147
30 C -0.175
31 C 0.005
32 C -0.098
33 H 0.062
34 H 0.076
35 H 0.073
36 H 0.084
37 H 0.117
38 H 0.106
39 H 0.116
40 H 0.114
41 H 0.115
42 H 0.094
43 H 0.112
44 H 0.075
45 H 0.072
46 H 0.064
47 H 0.129
48 H 0.095
49 H 0.114
50 H 0.124
51 H 0.108
52 H 0.143
53 H 0.138
54 H 0.150
55 H 0.136
56 H 0.127
57 H 0.117
58 H 0.117
59 H 0.129
60 H 0.109
61 H 0.092
62 H 0.109
63 H 0.088
64 H 0.099
65 H 0.124
66 H 0.099

---

Density functional theory data (ωB97M-V/def2-TZVPD) for an isolated molecule of C22H34N6O3.

Values from the calculation:
multiplicity: 1
ΔE to the lowest compared entry with this formula, charge and spin: 131.6 kJ/mol
Kohn-Sham gap: 9.14 eV
SMILES: CC(C)CCCN(Cc1ccco1)c1nc(N2CCOCC2)nc(N2CCOCC2)n1
calculated total energy: -38449.4710 eV
E_HOMO: -0.3091 Eh

Geometry (Å):
1 C -5.05 -0.07 -1.48
2 C -4.37 -1.33 -0.94
3 C -5.38 -2.47 -0.86
4 C -3.75 -1.08 0.44
5 C -2.58 -0.10 0.41
6 C -1.93 0.04 1.79
7 N -0.78 0.91 1.78
8 C -0.97 2.34 1.95
9 C -1.47 3.00 0.71
10 C -0.86 3.22 -0.50
11 C -1.83 3.84 -1.32
12 C -2.95 3.96 -0.55
13 O -2.74 3.46 0.67
14 C 0.40 0.46 1.30
15 N 1.39 1.33 1.16
16 C 2.54 0.82 0.72
17 N 3.59 1.65 0.60
18 C 4.81 1.25 -0.06
19 C 4.89 1.91 -1.44
20 O 4.77 3.31 -1.34
21 C 3.55 3.68 -0.73
22 C 3.43 3.09 0.67
23 N 2.74 -0.47 0.41
24 C 1.68 -1.25 0.60
25 N 1.82 -2.56 0.32
26 C 3.07 -3.11 -0.15
27 C 3.12 -4.59 0.21
28 O 2.08 -5.33 -0.39
29 C 0.88 -4.60 -0.58
30 C 0.71 -3.48 0.45
31 N 0.48 -0.85 1.04
32 H -5.53 -0.29 -2.44
33 H -5.82 0.27 -0.79
34 H -4.34 0.73 -1.64
35 H -3.57 -1.61 -1.63
36 H -5.81 -2.67 -1.84
37 H -4.90 -3.38 -0.51
38 H -6.18 -2.22 -0.17
39 H -4.52 -0.71 1.12
40 H -3.39 -2.04 0.84
41 H -2.92 0.88 0.07
42 H -1.82 -0.45 -0.29
43 H -1.59 -0.94 2.13
44 H -2.65 0.44 2.51
45 H -0.01 2.76 2.24
46 H -1.70 2.50 2.75
47 H 0.14 2.95 -0.75
48 H -1.71 4.16 -2.34
49 H -3.92 4.38 -0.76
50 H 4.81 0.16 -0.15
51 H 5.66 1.58 0.55
52 H 5.85 1.72 -1.91
53 H 4.08 1.51 -2.08
54 H 3.55 4.77 -0.70
55 H 2.71 3.34 -1.35
56 H 2.45 3.30 1.10
57 H 4.22 3.49 1.31
58 H 3.89 -2.56 0.32
59 H 3.16 -2.98 -1.24
60 H 4.05 -5.04 -0.15
61 H 3.08 -4.70 1.30
62 H 0.88 -4.16 -1.59
63 H 0.06 -5.32 -0.51
64 H 0.67 -3.91 1.46
65 H -0.22 -2.93 0.27

For each atom in turn, the Löwdin charge in e is:
1 C -0.076
2 C -0.443
3 C -0.088
4 C -0.193
5 C -0.174
6 C -0.156
7 N -0.053
8 C -0.073
9 C -0.263
10 C -0.022
11 C -0.059
12 C -0.128
13 O 0.035
14 C -0.353
15 N 0.182
16 C -0.348
17 N -0.058
18 C -0.123
19 C -0.185
20 O -0.134
21 C -0.185
22 C -0.121
23 N 0.183
24 C -0.353
25 N -0.056
26 C -0.132
27 C -0.187
28 O -0.133
29 C -0.184
30 C -0.128
31 N 0.188
32 H 0.075
33 H 0.083
34 H 0.064
35 H 0.134
36 H 0.073
37 H 0.072
38 H 0.079
39 H 0.123
40 H 0.114
41 H 0.096
42 H 0.115
43 H 0.116
44 H 0.129
45 H 0.119
46 H 0.134
47 H 0.093
48 H 0.099
49 H 0.117
50 H 0.108
51 H 0.130
52 H 0.125
53 H 0.129
54 H 0.127
55 H 0.121
56 H 0.108
57 H 0.131
58 H 0.118
59 H 0.133
60 H 0.126
61 H 0.127
62 H 0.127
63 H 0.126
64 H 0.133
65 H 0.114

---

Density functional theory data (ωB97M-V/def2-TZVPD) for a cluster of 2 separate species, C22H34NO2Si2 in total at a distorted geometry.

Values from the calculation:
multiplicity: 1
total charge: +1
Kohn-Sham gap: 5.29 eV
calculated total energy: -44698.8272 eV
E_HOMO: -0.4125 Eh

Geometry (Å):
1 C -0.24 2.44 3.12
2 Si 0.60 0.92 2.41
3 C 1.85 1.42 1.12
4 C 1.33 -0.05 3.83
5 O -0.39 -0.06 1.39
6 N -1.44 -0.84 1.86
7 O -1.88 -0.22 3.09
8 Si -3.35 0.64 2.63
9 C -3.71 1.68 4.13
10 C -3.05 1.70 1.11
11 C -4.67 -0.60 2.24
12 C -0.88 -2.12 2.18
13 C -0.56 -2.88 0.93
14 C -0.57 -2.55 3.43
15 H 0.55 3.18 3.32
16 H -0.95 2.90 2.41
17 H -0.75 2.23 4.07
18 H 2.68 1.98 1.57
19 H 2.26 0.55 0.60
20 H 1.37 2.07 0.36
21 H 2.02 0.63 4.36
22 H 0.58 -0.40 4.55
23 H 1.93 -0.91 3.50
24 H -4.66 2.22 3.95
25 H -3.85 1.06 5.02
26 H -2.93 2.43 4.35
27 H -4.03 1.79 0.61
28 H -2.70 2.72 1.33
29 H -2.34 1.23 0.41
30 H -5.54 -0.07 1.82
31 H -4.32 -1.33 1.49
32 H -4.99 -1.15 3.13
33 H -0.72 -3.96 1.07
34 H -1.23 -2.50 0.15
35 H 0.48 -2.73 0.60
36 H -0.14 -3.54 3.56
37 H -0.84 -1.96 4.30
38 C 2.38 -3.96 3.27
39 C 2.74 -4.55 4.53
40 C 3.25 -3.71 5.57
41 C 3.81 -4.27 6.71
42 C 3.82 -5.66 6.89
43 C 3.23 -6.50 5.93
44 C 2.66 -5.95 4.78
45 C 2.93 -4.39 2.03
46 C 2.81 -3.59 0.85
47 C 3.17 -4.08 -0.39
48 C 3.77 -5.35 -0.50
49 C 4.06 -6.09 0.66
50 C 3.67 -5.61 1.90
51 H 1.80 -3.05 3.27
52 H 3.24 -2.63 5.41
53 H 4.24 -3.62 7.48
54 H 4.26 -6.09 7.79
55 H 3.19 -7.58 6.09
56 H 2.17 -6.59 4.04
57 H 2.42 -2.57 0.93
58 H 2.98 -3.50 -1.30
59 H 4.01 -5.77 -1.47
60 H 4.58 -7.05 0.59
61 H 3.91 -6.18 2.80

For each atom in turn, the Löwdin charge in e is:
1 C -0.152
2 Si 0.467
3 C -0.154
4 C -0.159
5 O -0.202
6 N -0.172
7 O -0.235
8 Si 0.475
9 C -0.156
10 C -0.153
11 C -0.161
12 C -0.321
13 C -0.027
14 C 0.056
15 H 0.047
16 H 0.023
17 H 0.030
18 H 0.041
19 H 0.026
20 H 0.046
21 H 0.047
22 H 0.031
23 H 0.007
24 H 0.044
25 H 0.040
26 H 0.022
27 H 0.040
28 H 0.025
29 H 0.037
30 H 0.041
31 H 0.036
32 H 0.038
33 H 0.094
34 H 0.095
35 H 0.047
36 H 0.057
37 H 0.069
38 C 0.128
39 C -0.196
40 C 0.008
41 C -0.043
42 C -0.031
43 C -0.045
44 C -0.030
45 C -0.156
46 C 0.006
47 C -0.027
48 C 0.002
49 C -0.033
50 C 0.024
51 H 0.085
52 H 0.123
53 H 0.120
54 H 0.118
55 H 0.121
56 H 0.126
57 H 0.117
58 H 0.129
59 H 0.126
60 H 0.126
61 H 0.112

---

Density functional theory data (ωB97M-V/def2-TZVPD) for a structure of composition C22H34O17Rb3 at a distorted geometry.

Values from the calculation:
multiplicity: 1
total charge: +1
ΔE to the lowest compared entry with this formula, charge and spin: 2260.5 kJ/mol
Kohn-Sham gap: 6.71 eV
calculated total energy: -60108.8945 eV
E_HOMO: -0.4282 Eh

Geometry (Å):
1 Rb 2.19 2.32 2.73
2 Rb 3.23 1.26 -0.82
3 Rb 2.78 -0.70 1.39
4 O 1.46 0.31 -1.42
5 C 0.58 -0.14 -0.36
6 C 0.32 0.84 0.88
7 O 1.29 0.86 1.91
8 H 0.94 -1.05 0.10
9 H -0.41 -0.34 -0.77
10 H -0.64 0.54 1.31
11 H -0.12 1.81 0.65
12 C 0.32 -2.02 2.56
13 C -0.89 -2.59 1.78
14 C -0.83 -2.53 0.26
15 O -0.93 -3.92 -0.19
16 C -1.09 -4.71 0.86
17 O -1.24 -5.93 0.91
18 O -1.01 -3.96 2.04
19 H 0.04 -1.89 3.60
20 H 0.54 -1.05 2.10
21 H 1.18 -2.57 2.15
22 H -1.83 -2.22 2.18
23 H 0.13 -2.06 0.05
24 H -1.73 -2.07 -0.13
25 C -1.53 -1.12 -2.34
26 C -1.61 0.40 -2.81
27 C -0.31 1.04 -2.95
28 O -0.31 1.57 -4.22
29 C -1.18 1.10 -4.98
30 O -1.25 1.24 -6.14
31 O -2.04 0.41 -4.19
32 H -1.09 -1.86 -3.02
33 H -2.49 -1.57 -2.09
34 H -0.87 -1.17 -1.48
35 H -2.37 1.01 -2.31
36 H 0.46 0.27 -2.87
37 H 0.03 1.71 -2.16
38 C 3.44 -2.85 -1.50
39 C 2.02 -2.55 -1.12
40 C 1.27 -1.81 -2.25
41 O 0.28 -2.67 -2.73
42 C 0.22 -3.76 -1.90
43 O -0.66 -4.61 -2.00
44 O 1.25 -3.78 -1.01
45 H 3.92 -2.91 -0.52
46 H 3.80 -1.88 -1.85
47 H 3.64 -3.67 -2.18
48 H 2.02 -1.91 -0.24
49 H 1.88 -1.70 -3.15
50 H 0.99 -0.83 -1.89
51 C 0.27 4.22 0.95
52 C 0.80 3.64 -0.37
53 C -0.28 2.77 -1.03
54 O -0.37 3.34 -2.27
55 C 0.28 4.56 -2.31
56 O 0.33 5.21 -3.32
57 O 0.83 4.71 -1.20
58 H -0.65 4.76 0.72
59 H 0.85 5.00 1.45
60 H -0.17 3.51 1.65
61 H 1.73 3.11 -0.16
62 H -1.21 2.87 -0.47
63 H 0.00 1.72 -1.15
64 C -0.82 2.66 3.78
65 C -1.14 1.34 3.03
66 C -0.63 0.05 3.73
67 O -1.72 -0.52 4.39
68 C -2.79 0.01 3.97
69 O -3.91 -0.38 4.25
70 O -2.47 1.02 3.05
71 H -1.04 3.63 3.33
72 H 0.27 2.71 3.73
73 H -1.10 2.83 4.82
74 H -0.70 1.28 2.04
75 H 0.04 0.29 4.56
76 H -0.23 -0.61 2.96

For each atom in turn, the Löwdin charge in e is:
1 Rb 1.246
2 Rb 1.155
3 Rb 1.252
4 O -0.731
5 C -0.347
6 C -0.344
7 O -1.124
8 H -0.019
9 H 0.088
10 H 0.105
11 H 0.080
12 C -0.060
13 C -0.247
14 C -0.034
15 O -0.011
16 C -0.442
17 O 0.166
18 O 0.089
19 H 0.121
20 H -0.009
21 H 0.089
22 H 0.171
23 H 0.072
24 H 0.151
25 C 0.025
26 C -0.190
27 C -0.155
28 O 0.164
29 C -0.650
30 O 0.201
31 O 0.102
32 H 0.102
33 H 0.114
34 H 0.008
35 H 0.164
36 H 0.122
37 H 0.037
38 C 0.015
39 C -0.325
40 C -0.136
41 O 0.012
42 C -0.490
43 O 0.176
44 O 0.106
45 H 0.076
46 H 0.086
47 H 0.127
48 H -0.003
49 H 0.167
50 H -0.031
51 C -0.024
52 C -0.308
53 C -0.184
54 O 0.080
55 C -0.526
56 O 0.227
57 O 0.164
58 H 0.122
59 H 0.109
60 H 0.031
61 H 0.070
62 H 0.176
63 H 0.065
64 C -0.014
65 C -0.338
66 C -0.124
67 O 0.142
68 C -0.539
69 O 0.167
70 O 0.104
71 H 0.082
72 H -0.034
73 H 0.111
74 H 0.032
75 H 0.162
76 H 0.007